149
Properties=species:S:1:pos:R:3:lowdin_charge:R:1 method="wB97M-V/def2-TZVPD" e_lumo_ev=-0.12 max_force_ha_per_bohr=0.0704 energy_ev=-429294.586
C -24.43 -4.00 13.55 -0.2026
C -24.61 -3.63 12.07 -0.1464
O -25.90 -2.98 12.04 -0.1789
S -26.79 -3.93 12.96 0.5830
O -27.17 -5.20 12.34 -0.2518
O -27.81 -3.11 13.50 -0.2222
O -25.72 -4.21 14.07 -0.1878
H -23.92 -3.24 14.21 0.1186
H -23.87 -4.93 13.55 0.0612
H -24.78 -4.54 11.49 0.1258
H -23.81 -3.01 11.64 0.1325
C -26.21 -8.03 13.58 -0.1658
C -26.06 -7.88 15.09 -0.1912
O -24.91 -8.66 15.33 -0.2268
S -24.57 -9.81 14.29 0.6386
O -24.94 -11.10 14.79 -0.2228
O -23.25 -9.54 13.76 -0.2874
O -25.70 -9.34 13.29 -0.1873
H -25.65 -7.32 13.03 0.0958
H -27.27 -8.10 13.32 0.1244
H -26.93 -8.48 15.54 0.1308
H -25.94 -6.90 15.61 0.1378
C -21.82 -0.94 21.06 -0.1740
C -22.11 0.42 21.71 -0.1639
O -20.91 0.71 22.44 -0.1757
S -19.64 -0.05 21.77 0.5758
O -19.03 -0.83 22.80 -0.2379
O -18.75 0.77 21.05 -0.2394
O -20.46 -0.94 20.76 -0.2094
H -22.31 -1.03 20.14 0.0896
H -22.10 -1.77 21.69 0.1205
H -23.01 0.48 22.33 0.1339
H -22.12 1.22 20.96 0.0644
C -20.82 -7.41 19.86 -0.1305
C -20.55 -6.03 19.24 -0.1643
O -21.01 -6.15 17.85 -0.1835
S -22.36 -6.93 18.03 0.5651
O -22.64 -7.55 16.78 -0.2264
O -23.34 -6.00 18.61 -0.2624
O -21.90 -7.98 19.06 -0.1711
H -21.19 -7.28 20.92 0.1377
H -19.89 -8.11 19.88 0.1657
H -19.49 -5.82 19.32 0.1235
H -21.23 -5.35 19.75 0.1108
C -21.40 -2.24 15.92 -0.1099
C -21.09 -2.50 17.40 -0.1192
O -22.35 -2.64 18.01 -0.1854
S -23.57 -2.16 17.23 0.5079
O -24.09 -1.01 17.89 -0.2594
O -24.48 -3.19 16.83 -0.2162
O -22.78 -1.73 15.94 -0.2244
H -21.40 -3.25 15.43 0.1403
H -20.73 -1.47 15.54 0.0900
H -20.55 -1.81 17.99 0.1139
H -20.74 -3.49 17.39 0.1105
C -19.92 -2.26 10.45 -0.1590
C -19.48 -1.28 11.53 -0.1544
O -20.40 -1.61 12.57 -0.1905
S -20.44 -3.16 12.66 0.5544
O -21.76 -3.46 13.07 -0.2424
O -19.29 -3.67 13.35 -0.2050
O -20.24 -3.47 11.12 -0.1615
H -19.07 -2.46 9.78 0.1483
H -20.80 -1.88 9.95 0.1261
H -19.56 -0.22 11.21 0.1425
H -18.48 -1.48 11.86 0.1247
C -18.97 -3.61 24.65 -0.1545
C -19.63 -4.77 25.27 -0.2126
O -20.10 -5.61 24.27 -0.1411
S -19.51 -5.09 22.91 0.5417
O -20.50 -4.26 22.30 -0.2212
O -18.91 -6.13 22.17 -0.2077
O -18.39 -4.14 23.43 -0.2222
H -18.22 -3.15 25.29 0.1516
H -19.76 -2.91 24.41 0.1190
H -20.47 -4.49 25.96 0.1629
H -18.90 -5.38 25.79 0.1377
C -25.94 -4.56 20.23 -1.5703
Cl -27.51 -3.82 19.86 0.5537
Cl -25.94 -6.07 21.11 0.5649
Cl -24.71 -3.47 20.86 0.5468
H -25.54 -4.93 19.26 -0.0099
C -21.61 -7.89 12.26 -1.5525
Cl -22.06 -6.83 13.62 0.6113
Cl -19.88 -7.80 11.92 0.5508
Cl -22.63 -7.61 10.90 0.5949
H -21.75 -8.87 12.61 -0.0464
C -22.08 1.50 17.12 -1.5406
Cl -21.31 1.29 15.60 0.6359
Cl -22.91 3.05 17.06 0.5495
Cl -20.92 1.44 18.47 0.6342
H -22.80 0.68 17.28 -0.0161
C -26.26 1.58 20.42 -1.6120
Cl -27.47 2.02 19.26 0.5866
Cl -24.69 2.23 20.03 0.5737
Cl -26.21 -0.14 20.72 0.5494
H -26.66 2.07 21.31 0.0138
C -16.86 -2.67 21.27 -1.5813
Cl -15.86 -3.99 21.77 0.6092
Cl -17.70 -3.03 19.81 0.6150
Cl -15.91 -1.17 21.10 0.5794
H -17.64 -2.44 22.05 -0.0091
C -29.82 -6.70 16.51 -1.5558
Cl -30.72 -8.19 16.45 0.5561
Cl -28.89 -6.35 15.09 0.6403
Cl -28.75 -6.72 17.94 0.5015
H -30.56 -5.92 16.69 0.0192
C -25.03 0.28 14.33 -0.0161
C -24.31 0.10 12.97 -0.0956
O -23.47 1.32 12.68 0.0560
C -22.57 1.13 11.80 -0.4468
O -22.40 0.22 11.02 0.1393
C -21.83 2.48 11.57 -0.4835
F -20.55 2.23 11.12 0.1158
F -22.51 3.20 10.61 0.1371
F -21.75 3.28 12.62 0.1698
H -25.35 -0.78 14.41 0.0821
H -25.90 0.87 14.18 0.0674
H -24.48 0.60 15.23 0.0781
H -24.95 -0.05 12.13 0.1282
H -23.56 -0.67 13.04 0.1018
C -16.70 1.65 18.45 -0.0322
C -17.47 0.33 18.01 -0.1960
O -16.48 -0.52 17.41 0.0273
C -16.93 -1.31 16.48 -0.3885
O -18.08 -1.41 16.08 0.1090
C -15.82 -2.21 15.82 -0.5401
F -16.25 -3.33 15.31 0.2164
F -15.22 -1.46 14.86 0.1466
F -14.97 -2.43 16.84 0.1529
H -16.44 2.18 17.53 0.0724
H -15.73 1.35 18.98 0.0926
H -17.14 2.32 19.12 0.0441
H -18.33 0.48 17.32 0.0944
H -17.89 -0.16 18.90 0.0660
C -27.38 -1.91 16.57 -0.0566
C -27.88 -0.46 16.41 -0.1444
O -28.33 -0.22 15.04 0.0123
C -29.63 -0.25 14.80 -0.4396
O -30.53 -0.64 15.44 0.1963
C -30.01 0.36 13.45 -0.5219
F -30.65 -0.56 12.72 0.1695
F -30.87 1.39 13.61 0.1422
F -28.96 0.85 12.77 0.1527
H -26.46 -2.27 16.02 0.0632
H -28.10 -2.68 16.35 0.0756
H -27.25 -2.12 17.63 0.0273
H -27.14 0.31 16.55 0.1001
H -28.79 -0.33 17.02 0.1212

***

98
Properties=species:S:1:pos:R:3:lowdin_charge:R:1 method="wB97M-V/def2-TZVPD" e_lumo_ev=0.48 max_force_ha_per_bohr=0.0141 energy_ev=-77481.150 smiles="C=C[C@H]1C(=O)NC[C@@]1(C[C@@H](O)C(F)(F)F)P(C)CC.O=C1CCCO1.O=C1CCCO1.O=C1CCCO1.O=C1CCCO1.O=C1CCCO1"
C -0.65 0.74 -2.12 0.0261
C -1.48 0.32 -1.19 -0.1407
C -2.22 -0.99 -1.15 -0.1610
C -2.54 -1.41 0.27 -0.4490
O -2.18 -0.87 1.29 0.1149
N -3.38 -2.51 0.19 0.0876
C -4.38 -2.08 -0.81 -0.1717
C -3.54 -1.37 -1.93 -0.4203
C -3.27 -2.48 -2.99 -0.1379
C -2.13 -2.37 -3.99 -0.2527
O -1.98 -1.10 -4.60 0.0093
C -0.75 -2.87 -3.51 -0.5403
F 0.08 -1.90 -3.09 0.1283
F -0.86 -3.75 -2.48 0.1140
F -0.11 -3.53 -4.50 0.1329
P -4.65 -0.06 -2.81 1.0161
C -3.91 1.60 -2.52 -0.2920
C -6.15 0.21 -1.76 -0.4463
C -7.23 -0.88 -1.89 -0.1635
H -0.12 1.67 -1.97 0.0716
H -0.46 0.21 -3.05 0.0539
H -1.58 0.95 -0.31 0.0982
H -1.48 -1.75 -1.43 0.1320
H -3.81 -2.70 1.09 0.1368
H -4.97 -2.91 -1.19 0.1247
H -5.06 -1.38 -0.33 0.0873
H -4.18 -2.53 -3.60 0.1076
H -3.17 -3.44 -2.48 0.1268
H -2.36 -3.08 -4.79 0.1273
H -2.30 -0.42 -3.99 0.0457
H -3.69 1.83 -1.48 0.0492
H -3.00 1.73 -3.09 0.0230
H -4.65 2.32 -2.89 0.0388
H -5.88 0.38 -0.71 0.0759
H -6.53 1.16 -2.13 0.0699
H -8.23 -0.44 -1.83 0.0666
H -7.15 -1.40 -2.85 0.0618
H -7.15 -1.63 -1.10 0.0560
O -0.26 3.22 0.62 0.1066
C 0.58 2.64 1.25 -0.4772
C 0.70 1.16 1.53 -0.0861
C 1.70 1.10 2.67 -0.1358
C 2.54 2.35 2.41 -0.1511
O 1.63 3.30 1.81 0.0134
H 1.07 0.67 0.63 0.1045
H -0.28 0.74 1.78 0.1103
H 2.30 0.19 2.69 0.1125
H 1.19 1.20 3.63 0.1178
H 3.34 2.15 1.70 0.1303
H 2.95 2.80 3.30 0.1020
O 5.78 3.62 6.02 0.1130
C 5.40 4.46 5.26 -0.4993
C 6.11 5.74 4.84 -0.0681
C 4.99 6.55 4.20 -0.1426
C 4.06 5.46 3.69 -0.1486
O 4.21 4.37 4.62 -0.0090
H 6.89 5.46 4.12 0.1323
H 6.58 6.21 5.70 0.1271
H 5.32 7.23 3.41 0.1163
H 4.48 7.15 4.96 0.1189
H 4.33 5.10 2.70 0.1282
H 3.01 5.75 3.68 0.1300
O -2.84 -5.07 -5.64 0.1097
C -2.14 -5.36 -6.57 -0.4845
C -1.19 -6.53 -6.71 -0.0714
C -0.31 -6.12 -7.88 -0.1472
C -1.25 -5.23 -8.68 -0.1476
O -2.11 -4.62 -7.70 0.0321
H -1.78 -7.42 -6.92 0.1320
H -0.66 -6.68 -5.77 0.1248
H 0.08 -6.95 -8.47 0.1147
H 0.54 -5.53 -7.52 0.1173
H -1.87 -5.80 -9.37 0.1266
H -0.76 -4.43 -9.23 0.1257
O 2.16 7.15 10.25 0.1200
C 2.44 6.16 9.63 -0.4907
C 1.75 4.81 9.65 -0.0772
C 2.79 3.89 9.01 -0.1431
C 3.54 4.85 8.10 -0.1519
O 3.49 6.12 8.77 0.0211
H 0.84 4.89 9.05 0.1303
H 1.48 4.55 10.67 0.1234
H 2.36 3.04 8.46 0.1164
H 3.46 3.50 9.77 0.1190
H 3.06 4.96 7.12 0.1231
H 4.58 4.58 7.95 0.1122
O 2.14 -1.36 0.14 0.1172
C 2.39 -2.23 -0.64 -0.4744
C 1.77 -3.60 -0.74 -0.0702
C 2.73 -4.35 -1.65 -0.1391
C 3.30 -3.22 -2.49 -0.1488
O 3.30 -2.07 -1.62 0.0306
H 0.78 -3.49 -1.19 0.0969
H 1.65 -4.03 0.25 0.1298
H 2.26 -5.13 -2.26 0.1145
H 3.52 -4.81 -1.06 0.1165
H 2.68 -2.99 -3.36 0.1162
H 4.33 -3.38 -2.82 0.1236